{
  "formula": "C30H46INO9",
  "method": "the ωB97M-V functional and the def2-TZVPD basis",
  "smiles": "CCOCCOCCOCc1cc(C[C@@H](C)I)cc2c1C(=O)C=C(CCN)C2=O.CCOC(C)=O.CCOC(C)=O",
  "e_tot_ha": -2200.28621,
  "molar_mass_g_mol": 691.60,
  "homo_energy_ev": -8.8,
  "lumo_energy_ha": -0.01669,
  "orbital_gap_ev": 8.31,
  "max_force_ev_per_a": 0.63,
  "elements": ["C", "C", "O", "C", "C", "O", "C", "C", "O", "C", "C", "C", "C", "C", "C", "C", "I", "C", "C", "C", "C", "O", "C", "C", "C", "C", "N", "C", "O", "H", "H", "H", "H", "H", "H", "H", "H", "H", "H", "H", "H", "H", "H", "H", "H", "H", "H", "H", "H", "H", "H", "H", "H", "H", "H", "H", "H", "H", "H", "O", "C", "O", "C", "C", "C", "H", "H", "H", "H", "H", "H", "H", "H", "O", "C", "O", "C", "C", "C", "H", "H", "H", "H", "H", "H", "H", "H"],
  "positions_angstrom": [[3.853719, 1.237625, 3.371159], [3.659211, 0.618608, 1.999541], [4.206422, 1.486152, 1.014900], [3.487790, 1.467663, -0.207452], [3.652696, 0.172672, -0.998481], [2.494112, -0.644699, -0.905269], [2.674726, -1.960047, -0.435586], [1.785931, -2.883098, -1.248506], [1.647723, -4.125441, -0.579828], [0.291846, -4.548365, -0.504041], [-0.428301, -3.735044, 0.546547], [0.052332, -3.825850, 1.850917], [-0.497688, -3.095666, 2.892744], [0.050215, -3.189014, 4.296606], [1.101813, -2.104201, 4.581988], [1.217713, -1.810356, 6.072240], [3.004210, -2.715714, 3.816578], [-1.557852, -2.233750, 2.625875], [-2.033920, -2.124111, 1.335963], [-1.490847, -2.874290, 0.290137], [-2.082706, -2.662016, -1.067504], [-2.221698, -3.554768, -1.875198], [-2.527653, -1.269008, -1.338165], [-3.027631, -0.531699, -0.342908], [-3.469182, 0.897250, -0.504335], [-2.936159, 1.775721, 0.639765], [-2.820030, 3.174877, 0.214336], [-3.131659, -1.171352, 1.005585], [-4.054343, -0.942099, 1.756681], [3.618871, 2.299844, 3.314999], [3.206225, 0.764573, 4.107642], [4.890892, 1.151261, 3.692892], [2.589177, 0.479246, 1.810435], [4.152088, -0.356214, 1.943052], [3.909349, 2.284191, -0.793652], [2.426312, 1.669236, -0.033250], [4.548708, -0.322750, -0.615740], [3.819813, 0.435098, -2.044745], [3.710320, -2.303080, -0.515207], [2.399939, -2.032890, 0.624314], [0.829065, -2.393694, -1.441936], [2.257954, -3.054326, -2.221523], [-0.169388, -4.448363, -1.484087], [0.276142, -5.603949, -0.239678], [0.895949, -4.473900, 2.053238], [-0.781117, -3.028222, 4.984753], [0.483546, -4.176695, 4.442500], [0.815809, -1.196544, 4.053673], [1.612891, -2.685965, 6.586823], [0.215695, -1.628147, 6.463322], [1.862886, -0.957120, 6.262734], [-2.001325, -1.641579, 3.416525], [-2.437500, -0.896375, -2.349993], [-4.555148, 0.958046, -0.567655], [-3.005490, 1.273899, -1.414301], [-1.939727, 1.406153, 0.902059], [-3.548771, 1.639695, 1.532077], [-1.943850, 3.553824, 0.551464], [-3.531468, 3.734438, 0.666611], [-5.423213, 4.840659, -0.254086], [-6.418472, 4.495782, 0.319787], [-6.761856, 3.191196, 0.271305], [-7.805094, 2.627714, 1.072917], [-9.163409, 2.759726, 0.416930], [-7.327407, 5.477695, 1.022221], [-7.791112, 3.052519, 2.077493], [-7.538175, 1.576883, 1.172520], [-9.452368, 3.803935, 0.296347], [-9.923428, 2.260319, 1.018054], [-9.146072, 2.305184, -0.573291], [-8.052159, 5.855958, 0.302260], [-6.717676, 6.306649, 1.370956], [-7.856077, 5.063510, 1.876931], [4.066302, 1.113574, -3.976075], [4.850499, 1.000624, -4.878876], [4.939953, -0.188886, -5.501830], [5.693557, -0.384176, -6.702590], [7.148289, -0.694484, -6.419325], [5.784964, 2.120507, -5.270314], [5.578061, 0.468766, -7.372289], [5.218133, -1.233523, -7.189829], [7.647676, 0.137083, -5.922038], [7.677277, -0.906342, -7.348649], [7.225154, -1.563956, -5.766956], [6.688685, 2.045800, -4.666351], [5.291645, 3.061813, -5.044416], [6.057714, 2.125817, -6.322414]],
  "forces_ev_per_a": [[0.21, 0.09, -0.19], [0.03, 0.19, 0.01], [-0.28, 0.04, 0.18], [0.48, -0.01, -0.09], [-0.06, 0.48, -0.04], [0.22, -0.17, -0.05], [-0.21, -0.12, 0.32], [0.41, 0.03, -0.24], [-0.11, -0.22, 0.06], [0.08, 0.31, -0.30], [-0.21, -0.26, -0.01], [-0.04, 0.10, 0.13], [0.09, -0.05, 0.13], [0.11, 0.23, -0.56], [-0.48, -0.04, 0.41], [0.02, -0.38, -0.25], [0.10, 0.08, -0.10], [0.02, -0.11, -0.08], [-0.12, 0.14, -0.06], [0.20, -0.06, 0.06], [-0.13, -0.05, 0.01], [0.18, 0.09, -0.13], [0.12, -0.04, 0.37], [-0.02, 0.21, -0.26], [0.33, -0.21, 0.28], [0.18, -0.07, -0.11], [0.11, -0.05, 0.53], [-0.17, -0.16, -0.06], [0.16, 0.21, 0.11], [-0.12, 0.02, 0.05], [0.05, -0.07, 0.07], [0.01, -0.03, 0.08], [-0.03, -0.09, -0.07], [-0.13, -0.09, -0.02], [-0.04, 0.07, 0.03], [-0.07, -0.03, -0.04], [-0.04, -0.20, -0.01], [-0.12, -0.25, 0.15], [0.09, 0.15, -0.06], [-0.07, -0.01, 0.01], [-0.09, 0.01, 0.19], [-0.11, -0.02, -0.07], [-0.15, -0.05, 0.03], [0.16, -0.03, 0.10], [0.02, -0.06, -0.04], [0.03, -0.15, 0.16], [-0.10, -0.06, 0.29], [0.20, 0.02, -0.15], [0.07, 0.05, 0.11], [0.00, 0.21, 0.07], [0.02, 0.03, 0.08], [-0.09, 0.00, 0.00], [-0.15, -0.06, -0.09], [-0.05, 0.14, -0.10], [-0.30, 0.06, -0.18], [0.04, 0.01, -0.02], [-0.08, 0.06, 0.01], [0.06, -0.02, -0.10], [-0.21, 0.07, -0.37], [-0.02, 0.10, 0.07], [-0.15, 0.02, -0.11], [0.14, -0.08, 0.08], [-0.16, -0.07, 0.05], [0.04, 0.10, -0.09], [0.15, -0.04, 0.26], [0.00, 0.04, -0.02], [0.06, 0.01, -0.03], [-0.02, 0.00, 0.06], [0.01, -0.01, 0.01], [0.00, -0.04, 0.02], [-0.03, -0.01, -0.01], [0.01, 0.04, -0.12], [-0.09, -0.03, -0.08], [0.02, 0.11, -0.21], [0.14, 0.02, 0.11], [-0.15, -0.06, -0.07], [0.14, -0.04, -0.10], [0.00, 0.04, 0.13], [-0.20, 0.12, -0.22], [0.01, 0.03, 0.03], [-0.04, -0.01, 0.05], [0.01, 0.03, -0.05], [-0.01, -0.01, -0.01], [-0.01, -0.03, -0.03], [0.02, -0.02, -0.01], [0.01, -0.02, 0.12], [0.10, -0.06, 0.03]],
  "mulliken_charge": [-1.24, 0.19, -0.46, -0.59, 0.01, -0.29, 0.11, -0.20, -0.44, -1.19, 0.16, -0.56, 0.91, -1.84, -0.16, -1.39, 0.02, -0.90, 0.98, 0.94, -0.15, -0.60, -1.03, 0.88, -0.75, -0.51, -0.58, -0.08, -0.58, 0.37, 0.22, 0.30, 0.22, 0.15, 0.33, 0.31, 0.42, -0.05, 0.31, -0.26, 0.13, 0.36, 0.38, 0.45, 0.51, 0.51, 0.52, 0.55, 0.38, 0.40, 0.36, 0.51, 0.46, 0.19, 0.31, 0.45, 0.21, 0.24, 0.16, -0.56, 0.83, -0.32, -0.38, -1.04, -1.13, 0.35, 0.35, 0.27, 0.37, 0.31, 0.28, 0.30, 0.37, -0.63, 0.81, -0.37, -0.41, -0.97, -1.05, 0.37, 0.32, 0.27, 0.36, 0.30, 0.26, 0.33, 0.33]
}